113
Properties=species:S:1:pos:R:3 method="wB97M-V/def2-TZVPD" homo_lumo_gap_ev=10.35
C -2.47146 -16.03570 -11.38920
O -1.45010 -15.01993 -11.35854
P -1.61708 -13.73888 -12.25094
O -2.74396 -12.90210 -11.86540
O -0.18586 -13.10213 -12.09240
C 0.01419 -11.80721 -12.66399
O -1.71162 -14.24771 -13.74204
C -0.53552 -14.61362 -14.48265
H -1.97802 -16.95284 -11.08379
H -2.86850 -16.13847 -12.39794
H -3.25593 -15.75653 -10.69086
H -0.80995 -11.49802 -13.31090
H 0.94616 -11.84478 -13.22365
H 0.07226 -11.03579 -11.89577
H -0.65732 -14.34334 -15.52770
H -0.43070 -15.69717 -14.41765
H 0.38531 -14.19561 -14.08735
C 0.23441 -19.05073 -12.45945
O 0.58005 -17.90965 -13.25453
P 2.04085 -17.35584 -13.25770
O 2.23190 -16.21563 -14.13063
O 2.90270 -18.60357 -13.63811
C 4.32668 -18.46779 -13.61420
O 2.37396 -17.11401 -11.73464
C 2.32936 -15.76667 -11.21047
H -0.46682 -19.66495 -13.01975
H -0.24887 -18.70128 -11.54863
H 1.10347 -19.66204 -12.22325
H 4.74781 -19.32963 -14.12226
H 4.69128 -18.41904 -12.58796
H 4.63434 -17.56801 -14.15081
H 1.59119 -15.69997 -10.42002
H 2.26434 -15.03893 -12.01300
H 3.31062 -15.56745 -10.76487
C 8.70478 -7.26317 -7.89176
O 7.80377 -8.35293 -7.62728
P 7.10997 -9.08792 -8.84111
O 6.52750 -8.20202 -9.84280
O 6.07205 -10.00903 -8.11284
C 6.43698 -11.25108 -7.51850
O 8.19695 -10.11918 -9.39050
C 8.91424 -9.79664 -10.59174
H 8.39260 -6.43270 -7.26170
H 8.61672 -6.91794 -8.92156
H 9.71475 -7.57467 -7.64317
H 5.87550 -11.34993 -6.59057
H 7.49479 -11.30154 -7.25036
H 6.19800 -12.08260 -8.18048
H 9.96394 -10.04106 -10.42447
H 8.81798 -8.76506 -10.92182
H 8.57390 -10.42544 -11.41246
C 8.45358 -13.42821 -9.59180
O 8.19812 -12.78029 -10.84951
P 7.76890 -13.65156 -12.08708
O 8.61116 -14.80553 -12.39139
O 6.23857 -13.89307 -11.83914
C 5.54584 -14.86062 -12.64367
O 7.72037 -12.52647 -13.20710
C 8.88951 -12.22868 -13.97082
H 7.65293 -14.13708 -9.36431
H 8.46238 -12.65773 -8.82613
H 9.39006 -13.97892 -9.65416
H 5.99578 -14.93753 -13.63060
H 4.51010 -14.54002 -12.74452
H 5.50505 -15.81187 -12.11284
H 8.55436 -11.82822 -14.92139
H 9.50223 -13.12036 -14.12057
H 9.52069 -11.52203 -13.42606
C 5.61621 -6.17129 -14.21622
O 5.58278 -7.55887 -14.61127
P 6.87360 -8.43764 -14.48130
O 7.71682 -8.21111 -13.32532
O 6.31983 -9.91149 -14.54345
C 5.68078 -10.46079 -15.69815
O 7.57139 -8.20996 -15.89404
C 8.72629 -8.99053 -16.19034
H 5.35934 -5.56651 -15.08440
H 6.60337 -5.89983 -13.85209
H 4.85287 -6.02180 -13.45803
H 5.35339 -9.69234 -16.39422
H 4.83083 -11.05024 -15.35421
H 6.35646 -11.16273 -16.18881
H 8.46678 -9.82244 -16.84961
H 9.24713 -9.34847 -15.30382
H 9.40937 -8.36464 -16.76596
C -0.85344 -12.32849 -8.29758
O -0.92500 -12.64812 -6.88739
P -2.33214 -12.86137 -6.21709
O -3.45020 -13.26573 -7.04917
O -1.92560 -13.89792 -5.08875
C -2.93978 -14.66258 -4.44729
O -2.60502 -11.50712 -5.43024
C -1.59042 -10.94146 -4.60479
H 0.06369 -12.69888 -8.74150
H -0.84832 -11.23937 -8.35772
H -1.72710 -12.71797 -8.81647
H -2.96981 -14.40922 -3.38412
H -2.70718 -15.72305 -4.52155
H -3.92304 -14.45840 -4.86963
H -0.69586 -11.56600 -4.57012
H -1.97703 -10.87582 -3.58851
H -1.29857 -9.96330 -4.97953
C 4.12160 -9.77912 -12.19767
C 5.18180 -10.51470 -11.39342
O 4.46789 -10.96065 -10.22191
S 3.05240 -11.46970 -10.71048
O 2.09504 -11.28318 -9.69026
O 3.23221 -12.74673 -11.31713
O 2.84620 -10.30900 -11.78262
H 4.20234 -9.84133 -13.27635
H 4.15594 -8.72174 -11.92354
H 6.00827 -9.90790 -11.03544
H 5.58034 -11.35808 -11.96278



196
Properties=species:S:1:pos:R:3 method="wB97M-V/def2-TZVPD" homo_lumo_gap_ev=7.76
K 0.40037 -0.04777 0.24076
C 5.02975 5.93973 -6.08244
C 5.53170 4.97605 -4.93763
C 4.42994 3.90125 -4.58323
N 4.85387 2.98534 -3.33148
C 3.59264 2.13158 -3.03957
C 5.25764 3.60422 -2.02924
C 6.81736 3.57082 -2.02705
C 7.03513 2.16667 -2.65624
C 5.95281 1.97447 -3.70480
H 4.14559 6.42321 -5.66699
H 4.79639 5.32997 -6.95528
H 5.77156 6.70363 -6.31543
H 5.90338 5.48264 -4.04694
H 6.36827 4.47413 -5.42375
H 4.25690 3.21423 -5.41158
H 3.51811 4.43966 -4.32479
H 2.66435 2.68981 -2.91806
H 3.73612 1.49497 -2.16650
H 3.48084 1.49962 -3.92061
H 4.83138 3.02289 -1.21164
H 4.83038 4.60680 -2.04838
H 7.30481 3.70393 -1.06125
H 7.25614 4.32215 -2.68362
H 7.09583 1.35141 -1.93529
H 8.04915 2.27459 -3.04122
H 5.56345 0.95661 -3.68303
H 6.20321 2.19376 -4.74273
C -6.68933 -1.46702 2.51350
C -5.47519 -2.10020 3.19017
C -4.64878 -2.93667 2.28007
N -3.40119 -3.66593 2.85145
C -3.83440 -4.76632 3.89493
C -4.35238 -6.02367 3.23198
C -3.27821 -6.55393 2.16578
C -3.24275 -5.49464 1.10885
C -2.65634 -4.15372 1.58982
C -2.45697 -2.70708 3.52055
H -7.35239 -2.15662 1.99110
H -6.34317 -0.73484 1.78399
H -7.28521 -0.99521 3.29479
H -5.83263 -2.64205 4.06581
H -4.82486 -1.30973 3.56476
H -4.22825 -2.24199 1.55298
H -5.26071 -3.67371 1.76006
H -4.55393 -4.45834 4.65357
H -2.92238 -4.98359 4.45091
H -5.34716 -5.86024 2.81749
H -4.54851 -6.81428 3.95625
H -3.47204 -7.57508 1.83746
H -2.29237 -6.57333 2.63037
H -4.20301 -5.39274 0.60327
H -2.61458 -5.97653 0.35967
H -2.81182 -3.40467 0.81339
H -1.59895 -4.19633 1.85097
H -2.92271 -2.16665 4.34464
H -2.35713 -1.84624 2.85942
H -1.56431 -3.23842 3.85058
C 7.85043 -1.65565 0.35718
C 6.61990 -1.43390 1.19353
C 6.40928 0.02938 1.48545
N 5.08254 0.29326 2.29304
C 4.78002 -0.82738 3.33564
C 5.76131 -0.89037 4.47541
C 5.71059 0.39623 5.24992
C 5.87275 1.63077 4.28775
C 5.08497 1.69720 2.95667
C 3.83611 0.30599 1.41644
H 8.80083 -1.36213 0.80289
H 7.81103 -1.15612 -0.61082
H 7.93504 -2.74046 0.29286
H 6.71699 -2.04856 2.08844
H 5.72682 -1.83012 0.71028
H 6.25106 0.62496 0.58637
H 7.27208 0.58230 1.85688
H 4.65295 -1.73681 2.74837
H 3.78258 -0.69454 3.75467
H 6.74621 -1.06604 4.04273
H 5.48025 -1.78956 5.02364
H 6.45424 0.44772 6.04518
H 4.66889 0.41957 5.56994
H 6.93200 1.67649 4.03477
H 5.73598 2.54379 4.86721
H 5.57879 2.40605 2.29201
H 4.09224 2.03299 3.25639
H 2.94087 0.59605 1.96644
H 3.77427 -0.71148 1.03039
H 4.00311 0.86404 0.49514
C -0.68509 -0.94391 -7.85203
C -0.55004 -2.04921 -6.85264
C -0.58369 -1.60449 -5.31661
N -0.52486 -2.73379 -4.21574
C -0.72710 -1.98817 -2.85717
C -0.85513 -3.06244 -1.73238
C -1.97480 -4.12414 -1.97124
C -1.95461 -4.76573 -3.33518
C -1.69651 -3.73899 -4.48243
C 0.75290 -3.54969 -4.22942
H -1.63821 -0.42010 -7.77928
H -0.70048 -1.24241 -8.90025
H 0.12123 -0.24982 -7.61501
H 0.33314 -2.68668 -6.89411
H -1.39586 -2.72287 -6.98999
H -1.47622 -1.03435 -5.05886
H 0.34225 -1.10003 -5.04048
H -1.64414 -1.40847 -2.96251
H 0.18126 -1.38612 -2.83422
H -0.91867 -2.55482 -0.76989
H 0.08612 -3.58557 -1.56356
H -2.88310 -3.52868 -1.87900
H -1.97668 -5.00580 -1.33032
H -2.89082 -5.23644 -3.63525
H -1.27253 -5.61441 -3.38621
H -2.56999 -3.12423 -4.69970
H -1.32363 -4.27187 -5.35713
H 0.85323 -4.03762 -5.19894
H 0.58583 -4.46087 -3.65502
H 1.61584 -2.90601 -4.05887
C -2.50616 3.20359 2.21578
C -3.89916 3.47976 1.67736
C -4.97118 3.07131 2.73597
N -6.43442 3.61742 2.39404
C -7.47140 2.93245 3.42413
C -8.89402 3.63741 3.34672
C -8.92189 5.17921 3.18649
C -7.90680 5.71712 2.20351
C -6.47841 5.16918 2.41429
C -6.71792 3.01434 0.99589
H -2.56338 2.24279 2.72733
H -2.16586 3.96918 2.91304
H -1.80210 3.21586 1.38377
H -4.12023 2.84308 0.82070
H -4.06888 4.49098 1.30760
H -4.84704 3.38956 3.77105
H -5.10542 1.99180 2.80477
H -7.10719 3.05355 4.44431
H -7.38371 1.86052 3.24701
H -9.45791 3.47263 4.26486
H -9.48933 3.15390 2.57217
H -8.76850 5.67146 4.14683
H -9.93678 5.51569 2.97466
H -7.75055 6.79582 2.19366
H -8.15693 5.43909 1.17967
H -6.21491 5.42396 3.44081
H -5.68951 5.59221 1.79237
H -6.09828 3.47427 0.22608
H -7.74620 3.33778 0.83421
H -6.47966 1.95266 0.93134
C -4.00817 1.03928 -1.85514
F -5.36763 1.10644 -1.86811
F -3.56131 0.70089 -3.05100
F -3.58412 2.23777 -1.43507
S -3.54130 -0.25413 -0.45210
O -3.99706 -1.53303 -0.93902
O -2.07958 -0.16586 -0.29655
O -4.31396 0.14938 0.73362
C 3.96376 -3.71464 -1.66733
F 3.14531 -4.56942 -2.26381
F 3.89849 -3.84810 -0.28980
F 5.24474 -3.84490 -1.99999
S 3.48340 -1.83748 -2.02899
O 4.64322 -1.09251 -1.57681
O 3.25707 -1.57072 -3.50014
O 2.26264 -1.56512 -1.26033
C 1.39993 1.07964 5.66659
F 0.64382 2.17842 5.63571
F 2.68681 1.31049 5.21366
F 1.54050 0.58252 6.91404
S 0.61873 -0.35422 4.50344
O -0.69084 -0.65312 5.07921
O 0.60905 0.19623 3.10214
O 1.56796 -1.47698 4.66489
C 1.24640 5.16246 1.42445
F 0.71541 4.47992 2.44091
F 0.16438 5.65431 0.69470
F 2.09100 6.10979 1.90940
S 2.19326 3.99028 0.30925
O 1.40315 2.71649 0.27285
O 2.29535 4.59402 -1.02720
O 3.51183 3.82783 0.94678
C 0.90784 -5.46603 1.17646
F -0.10405 -5.82712 0.39175
F 2.10654 -5.91925 0.71247
F 1.01456 -4.14559 0.96114
S 0.74586 -5.93241 3.07968
O 2.07693 -5.78654 3.71042
O -0.30746 -5.10617 3.60428
O 0.34931 -7.35341 3.03338
C -0.59482 2.20037 -3.97534
F 0.16156 3.27901 -3.81414
F 0.13573 1.05478 -3.79816
F -1.54167 2.21289 -2.99394
S -1.50714 2.34585 -5.68480
O -1.82841 3.79005 -5.83544
O -0.55123 1.94738 -6.69889
O -2.65177 1.41888 -5.57160



37
Properties=species:S:1:pos:R:3 method="wB97M-V/def2-TZVPD" smiles="O=C(N/N=C/C=C/c1ccccc1)c1cc(C2CC2)[nH]n1" homo_lumo_gap_ev=7.96
O -3.02417 3.31313 0.03139
C -2.27292 2.35627 -0.02880
N -0.91906 2.57126 -0.01816
N 0.01301 1.62415 -0.01943
C 1.24617 1.95395 -0.01559
C 2.25528 0.94264 -0.01223
C 3.57081 1.22230 -0.00498
C 4.66281 0.27200 -0.00080
C 4.46994 -1.11298 -0.00885
C 5.54778 -1.97530 -0.00306
C 6.84302 -1.48151 0.01066
C 7.05258 -0.11215 0.01813
C 5.97644 0.75272 0.01238
C -2.74924 0.97350 -0.11229
C -4.09438 0.58517 0.07677
C -4.10374 -0.77972 -0.10840
C -5.18025 -1.77069 -0.04867
C -6.30004 -1.59151 0.94416
C -6.56392 -1.39109 -0.51033
N -2.81888 -1.11666 -0.39184
N -1.99613 -0.08087 -0.39868
H -0.64281 3.56028 0.01221
H 1.56547 3.00554 -0.01425
H 1.88101 -0.06901 -0.01703
H 3.87255 2.26394 -0.00100
H 3.46895 -1.51500 -0.01982
H 5.37991 -3.04267 -0.00912
H 7.68313 -2.16003 0.01556
H 8.05899 0.28060 0.02868
H 6.14738 1.82022 0.01832
H -4.90742 1.23742 0.31544
H -4.85345 -2.78505 -0.24768
H -6.26396 -0.72179 1.58117
H -6.69403 -2.47319 1.42605
H -6.70800 -0.38412 -0.86916
H -7.14154 -2.13331 -1.03963
H -2.46127 -2.03843 -0.59111



72
Properties=species:S:1:pos:R:3 method="wB97M-V/def2-TZVPD" spin_multiplicity=2 total_charge=+2 s_squared=0.781 homo_lumo_gap_ev="3.64 / 3.80"
V -0.16900 0.36927 -3.46781
C -0.80956 -2.20670 -0.05937
C 0.46252 -2.60479 -0.52014
C 0.67244 -0.50711 0.45177
C -0.71327 -0.85991 0.41565
C 1.40570 -1.60950 -0.11765
C -2.04667 -3.00889 0.02983
H -1.95872 -3.90453 -0.58417
H -2.92776 -2.41908 -0.24853
H -2.20242 -3.34465 1.06228
C -1.83664 0.00398 0.80534
H -2.75884 -0.30940 0.29401
H -1.64209 1.07287 0.59707
H -2.01433 -0.08220 1.89937
C 1.21989 0.64734 1.19914
H 1.20509 0.38282 2.26679
H 0.60002 1.55326 1.05843
H 2.25945 0.87886 0.89924
C 2.83852 -1.87751 0.10197
H 2.83980 -2.60490 0.93480
H 3.41734 -0.99235 0.39165
H 3.31496 -2.37685 -0.75207
C 0.83301 -3.91796 -1.09504
H 1.33117 -4.50065 -0.30734
H 1.52410 -3.82104 -1.94677
H -0.07102 -4.44345 -1.41620
C -1.11714 1.65231 -4.53627
C -1.99299 0.46249 -4.76997
C -1.55846 -0.55086 -5.82996
C -0.02846 -0.84116 -5.96241
C 0.84533 -0.46853 -4.79946
C 1.50322 0.84990 -4.72269
C 1.09482 2.13745 -5.32948
C -0.37718 2.16774 -5.72675
H -1.87952 -0.11018 -6.78080
H 0.35336 -0.31076 -6.84825
H -2.13381 -1.49263 -5.72880
H -0.61389 1.63360 -6.66028
H -1.55018 2.44353 -3.91182
H -3.02832 0.84251 -5.00690
H -0.69241 3.20301 -5.92337
H 1.27981 2.98239 -4.62613
H 2.61860 0.70383 -4.70834
H 1.72716 2.33052 -6.20422
H 0.08462 -1.93178 -6.11554
H 1.41278 -1.33894 -4.34407
P -2.34534 -0.02927 -2.89307
C -3.51384 1.15755 -2.17385
C -2.04954 -1.79224 -3.13533
P 2.22581 1.87912 -1.39232
C 0.55704 1.57221 -1.98442
C 3.26672 0.63132 -2.23641
C 2.46708 3.60359 -1.91318
H -2.99494 1.93350 -1.56643
H -4.21888 0.64636 -1.50455
H -4.08979 1.70120 -2.94418
H -1.01066 -1.99033 -3.49613
H -2.80362 -2.19096 -3.81015
H -2.12818 -2.32443 -2.18906
H 2.23804 3.74934 -2.97037
H 3.48262 3.91084 -1.64669
H 1.72360 4.15000 -1.30042
H -0.24173 1.76742 -1.24711
H 0.30379 2.13016 -2.95894
H 4.06197 0.36811 -1.52527
H 3.75353 0.97245 -3.14297
H 2.71760 -0.28756 -2.46559
F -1.79840 3.26983 -0.79656
B -1.12424 4.10396 0.20863
F 0.25986 4.10406 -0.11311
F -1.64658 5.39878 0.15756
F -1.30017 3.48492 1.46553



41
Properties=species:S:1:pos:R:3 method="wB97M-V/def2-TZVPD" total_charge=+1 homo_lumo_gap_ev=9.51
C 0.69695 2.38852 -0.53361
C 0.44464 1.22855 -0.38521
P 0.03649 -0.42271 -0.06309
B -1.79824 -0.88094 -0.60450
N -2.89909 -0.02921 -0.22756
O -2.00673 -2.01435 -1.33107
B 0.17296 -0.90779 1.82526
O 1.34485 -0.69281 2.46656
O -0.86010 -1.47612 2.44409
C -1.11557 -0.90669 3.77150
C -0.52131 -1.79160 4.86695
B 1.17875 -1.69154 -1.02615
O 2.19758 -1.25255 -1.78898
O 0.80572 -2.95917 -0.83657
C 1.89568 -3.93331 -0.84047
C 1.37251 -5.17590 -0.15534
H 0.78792 3.45173 -0.49212
H -3.39093 -0.48144 0.54143
H -3.57970 -0.04122 -0.98317
H -1.79939 -2.80061 -0.81260
H 1.97001 -0.26882 1.86837
H -2.18190 -0.80989 3.89947
H -0.71892 0.10075 3.79825
H -1.23596 -1.89736 5.67026
H -0.26381 -2.73701 4.41594
H 0.36675 -1.32067 5.25905
H 2.10215 -1.50570 -2.71160
H 2.79358 -3.55546 -0.37403
H 2.07189 -4.20112 -1.87372
H 0.36868 -5.32961 -0.52996
H 1.26365 -5.02368 0.91001
H 1.98906 -6.03520 -0.36413
C -0.41691 6.50993 -3.48258
C 0.21733 5.32245 -2.78668
O 0.21533 5.49548 -1.36441
H 0.11559 7.42650 -3.23027
H -0.40276 6.38205 -4.56513
H -1.45314 6.63809 -3.16153
H 1.25586 5.20949 -3.09291
H -0.31903 4.39971 -3.03574
H -0.70041 5.58928 -1.08401



Calculated calculated total energy, -5350.4305 -8378.6380 -913.4922 -2951.2454 -1240.0541 Ha (same order as the records).